Record 1
# C6H9NO

C6H9NO in the gas phase (ωB97M-V with the def2-TZVPD basis set, the Open Molecules 2025 dataset).

Calculated values
Strongest force on any atom ... 3.7 eV/A
Relative energy (zero: lowest compared OMol25 entry of this formula, charge and spin) ... 3.3659 eV
LUMO ... 1.00 eV
HOMO energy ... -8.850 eV

Each line ends with the natural charge from an NBO analysis.
Cartesian coordinates (Å):
O (-0.625, 0.517, -1.419)  -0.5330
N (-0.335, -1.093, 1.257)  -0.6411
C (0.774, 0.431, -1.164)  0.1359
C (-1.566, -0.370, 0.717)  -0.2467
C (1.365, -0.902, -0.582)  -0.4734
C (0.931, -0.432, 0.850)  -0.0388
C (0.505, 1.031, 0.352)  -0.3083
C (-0.955, 0.946, -0.120)  0.0877
H (1.767, -0.448, 1.585)  0.2120
H (1.442, 0.910, -2.068)  0.1782
H (-0.551, -1.072, 2.219)  0.3630
H (-2.194, -0.001, 1.508)  0.1862
H (1.028, 1.955, 0.555)  0.2275
H (2.444, -1.181, -0.657)  0.2251
H (-2.070, -1.030, 0.015)  0.2055
H (0.688, -1.734, -0.854)  0.2288
H (-1.532, 1.892, -0.057)  0.1914

Record 2
# C17H13N3O6S

A molecular structure, C17H13N3O6S (ωB97M-V with the def2-TZVPD basis set, the Open Molecules 2025 dataset).

Calculated values
Strongest force on any atom ... 6.6 eV/A
Relative energy (zero: lowest compared OMol25 entry of this formula, charge and spin) ... 6.1859 eV
LUMO ... -0.93 eV
HOMO energy ... -8.473 eV

Each line ends with the natural charge from an NBO analysis.
Cartesian coordinates (Å):
S (-2.550, -3.539, -0.029)  0.3360
O (3.432, 1.057, -3.661)  -0.4971
O (-1.012, -1.451, -0.781)  -0.3911
O (-2.788, 0.223, 0.855)  -0.3448
O (0.778, 3.788, -1.065)  -0.5061
O (-4.353, -1.184, 1.280)  -0.3565
O (-0.512, -0.224, 5.536)  -0.4777
N (-0.744, -1.816, -2.892)  -0.2892
N (-3.193, -0.781, 1.373)  0.5036
N (-1.593, -2.814, -2.483)  -0.2669
C (-0.516, -1.073, -1.869)  0.4550
C (4.513, 1.980, -3.566)  -0.2582
C (0.115, 1.384, -1.227)  -0.3229
C (-0.599, -3.140, 3.601)  -0.1724
C (2.262, 1.250, -2.961)  0.3501
C (-1.017, -1.941, 4.079)  -0.1193
C (0.824, 2.540, -1.587)  0.3791
C (1.518, 0.085, -2.677)  -0.2530
C (-1.214, -3.583, 2.410)  -0.1889
C (0.352, 0.151, -1.879)  -0.0542
C (-0.298, 4.042, -0.174)  -0.2621
C (-1.904, -1.165, 3.260)  -0.1600
C (1.801, 2.434, -2.419)  -0.3577
C (-0.442, -1.397, 5.387)  0.4215
C (-1.682, -2.552, -1.195)  0.2621
C (-2.291, -1.564, 2.035)  0.0409
C (-2.044, -2.866, 1.588)  -0.1331
H (-0.037, -3.899, 4.184)  0.2330
H (4.587, 2.488, -2.608)  0.1830
H (-0.095, 5.111, 0.100)  0.2070
H (-1.060, -4.608, 2.106)  0.2287
H (0.214, -2.028, 5.914)  0.1295
H (-1.292, 3.846, -0.636)  0.1853
H (5.488, 1.493, -3.688)  0.1954
H (1.698, -0.778, -3.240)  0.2329
H (4.554, 2.739, -4.359)  0.1792
H (-0.619, 1.359, -0.460)  0.2253
H (2.192, 3.377, -2.631)  0.2299
H (-2.292, -0.260, 3.736)  0.2555
H (-0.185, 3.318, 0.642)  0.1786

Record 3
# Ca2H10N5O20

A molecular structure, Ca2H10N5O20 (ωB97M-V with the def2-TZVPD basis set, the Open Molecules 2025 dataset).

Calculated values
Strongest force on any atom ... 18.4 eV/A
Relative energy (zero: lowest compared OMol25 entry of this formula, charge and spin) ... 20.9626 eV
Net charge ... -1
LUMO ... 1.49 eV
HOMO energy ... -5.632 eV

Each line ends with the Mulliken charge.
Cartesian coordinates (Å):
Ca (-1.829, -0.652, 1.584)  0.9672
Ca (1.465, 0.954, -2.444)  1.0970
O (-0.084, 0.369, -2.547)  -0.8309
O (1.059, 0.615, -0.748)  -0.8327
O (-0.031, -2.608, -1.588)  -0.8259
O (-2.130, 0.310, -2.759)  -0.6511
O (1.103, -1.549, 3.092)  -0.5138
O (3.223, 3.751, -1.375)  -0.6699
O (2.486, 1.727, -1.392)  -0.5953
O (0.620, -1.288, -0.066)  -0.4162
O (-0.368, -0.259, 2.443)  -0.2562
O (0.712, 0.062, 4.313)  -0.7085
O (1.947, -2.411, 1.275)  -0.8033
O (-2.149, -0.927, -0.154)  -0.4853
O (1.800, 2.104, 1.076)  -0.7777
O (-3.900, -1.444, -1.349)  -0.6083
O (-1.616, 1.301, 1.975)  -0.4887
O (-0.996, -1.457, -3.069)  -0.5527
O (-2.470, -2.919, -0.830)  -0.7473
O (-0.651, 0.347, 0.460)  0.0907
O (4.083, 2.294, -0.034)  -0.5275
O (-2.263, 1.572, -0.597)  -0.8237
N (-1.060, -0.272, -2.769)  1.5277
N (3.305, 2.563, -0.948)  1.0273
N (-2.850, -1.755, -0.817)  1.1247
N (0.376, -0.091, -0.083)  0.5248
N (0.445, -0.598, 3.323)  0.8052
H (0.853, 2.052, 1.203)  0.3222
H (1.354, -2.067, 0.607)  0.4768
H (-1.128, 1.524, 2.767)  0.4147
H (0.172, -1.860, -1.026)  0.2859
H (-0.838, -2.970, -1.223)  0.3788
H (1.975, 1.524, 0.335)  0.6672
H (-2.731, 0.766, -0.817)  0.3267
H (2.675, -1.790, 1.293)  0.2672
H (-1.372, 1.285, -0.396)  0.4896
H (-1.187, 1.800, 1.280)  0.3215

Record 4
# C3H2N4O

C3H2N4O in the gas phase (ωB97M-V with the def2-TZVPD basis set, the Open Molecules 2025 dataset).

Calculated values
Strongest force on any atom ... 3.8 eV/A
Relative energy (zero: lowest compared OMol25 entry of this formula, charge and spin) ... 2.8151 eV
LUMO ... -1.12 eV
HOMO energy ... -9.675 eV

Each line ends with the natural charge from an NBO analysis.
Cartesian coordinates (Å):
O (-2.333, -0.296, 0.699)  -0.4740
N (0.156, 1.439, -0.535)  -0.1070
N (-0.787, -0.944, -1.007)  -0.1592
N (-1.059, 1.246, -0.734)  -0.1308
N (0.278, -1.484, -0.639)  -0.0799
C (-1.496, -0.049, -0.134)  0.6862
C (0.979, -0.680, 0.303)  -0.0925
C (0.943, 0.652, 0.375)  -0.0980
H (1.608, 1.312, 0.811)  0.2357
H (1.711, -1.196, 0.860)  0.2194

Record 5
# C2H6N2OS

C2H6N2OS in the gas phase (ωB97M-V with the def2-TZVPD basis set, the Open Molecules 2025 dataset).

Calculated values
Strongest force on any atom ... 3.3 eV/A
Relative energy (zero: lowest compared OMol25 entry of this formula, charge and spin) ... 1.9696 eV
LUMO ... 0.73 eV
HOMO energy ... -8.509 eV

Each line ends with the natural charge from an NBO analysis.
Cartesian coordinates (Å):
S (1.439, -1.812, 0.012)  -0.2635
O (0.310, 0.540, -0.169)  -0.5250
N (-2.285, -0.309, 0.091)  -0.6386
N (-1.219, -1.103, -0.239)  -0.4418
C (0.117, -0.774, -0.099)  0.4043
C (1.648, 1.158, 0.003)  -0.2628
H (1.617, 2.246, -0.091)  0.2029
H (2.030, 0.821, 1.015)  0.2120
H (-1.434, -2.027, -0.265)  0.3883
H (-2.282, 0.503, -0.521)  0.3626
H (-2.259, -0.028, 1.088)  0.3499
H (2.318, 0.786, -0.826)  0.2116

Record 6
# C23H22BBr4N3O8Zn

A molecular structure, C23H22BBr4N3O8Zn (ωB97M-V with the def2-TZVPD basis set, the Open Molecules 2025 dataset).

Calculated values
Strongest force on any atom ... 2.7 eV/A
Relative energy (zero: lowest compared OMol25 entry of this formula, charge and spin) ... 0.0000 eV
Net charge ... -2
LUMO ... 3.96 eV
HOMO energy ... -2.213 eV

Each line ends with the natural charge from an NBO analysis.
Cartesian coordinates (Å):
Br (10.385, 17.192, 7.321)  -0.0319
Br (5.451, 19.045, 4.762)  0.0168
Br (8.662, 19.694, 5.574)  0.0383
Br (4.455, 15.968, 4.743)  0.0372
Zn (7.814, 12.799, 6.724)  1.4875
O (6.322, 11.509, 12.715)  -0.7023
O (5.256, 10.838, 10.615)  -0.7533
O (7.373, 10.099, 5.320)  -0.7483
O (5.747, 11.081, 8.388)  -0.6906
O (9.285, 10.033, 6.615)  -0.7957
O (6.517, 14.119, 5.840)  -0.8290
O (7.817, 12.984, 13.455)  -0.6524
O (8.963, 14.510, 6.761)  -0.9270
N (11.201, 12.441, 7.124)  -0.8363
N (7.541, 12.961, 8.896)  -0.3696
N (8.393, 13.876, 9.420)  -0.3347
C (8.702, 16.895, 6.351)  -0.1425
C (7.346, 7.974, 4.310)  -0.6202
C (6.948, 15.291, 5.883)  0.3892
C (8.388, 13.829, 10.759)  0.0285
C (9.202, 8.718, 5.965)  0.2354
C (8.292, 15.559, 6.352)  0.2308
C (10.785, 11.366, 9.321)  -0.2392
C (6.656, 17.704, 5.421)  -0.1260
C (6.873, 8.347, 6.828)  -0.6551
C (10.109, 8.837, 4.729)  -0.6290
C (7.504, 12.799, 11.134)  -0.2939
C (9.595, 7.635, 6.899)  -0.6297
C (7.713, 8.739, 5.610)  0.2215
C (7.936, 17.982, 5.862)  -0.2252
C (6.163, 16.380, 5.426)  -0.2719
C (11.085, 11.412, 10.675)  -0.2057
C (12.345, 13.428, 10.460)  -0.1996
C (7.249, 12.414, 12.558)  0.7892
C (5.857, 11.309, 9.595)  0.7685
C (11.359, 12.366, 8.493)  0.1918
C (7.008, 12.309, 9.887)  0.0657
C (12.079, 13.408, 9.146)  -0.2811
C (11.869, 12.393, 11.256)  -0.2808
B (8.214, 10.866, 6.160)  0.3581
H (11.111, 9.149, 4.995)  0.2193
H (5.841, 8.786, 6.789)  0.2548
H (10.562, 11.804, 6.733)  0.3962
H (7.807, 7.008, 4.218)  0.1903
H (6.749, 7.312, 6.997)  0.1918
H (5.882, 11.258, 11.815)  0.4989
H (9.667, 9.512, 4.002)  0.2235
H (12.039, 12.274, 12.310)  0.2021
H (8.975, 14.452, 11.371)  0.2270
H (6.270, 7.864, 4.190)  0.2148
H (8.941, 7.616, 7.810)  0.2362
H (7.314, 8.824, 7.771)  0.2366
H (12.418, 14.156, 8.479)  0.2056
H (8.966, 14.411, 8.772)  0.4565
H (10.650, 7.711, 7.156)  0.2169
H (10.850, 13.382, 6.829)  0.4110
H (7.728, 8.623, 3.466)  0.2173
H (12.980, 14.161, 10.908)  0.1973
H (10.222, 7.845, 4.219)  0.1888
H (10.588, 10.685, 11.282)  0.2036
H (10.183, 10.606, 8.873)  0.2253
H (9.410, 6.667, 6.355)  0.1988